Record 1
Computed, not measured: a cluster of 7 separate species, C49H97IN6O14PS6 in total at a distorted geometry, with ωB97M-V/def2-TZVPD.

Geometry as XYZ:
```
174
Properties=species:S:1:pos:R:3:lowdin_charge:R:1
C -7.46 -5.95 6.47 -0.1252
C -6.77 -5.93 7.92 -0.2513
C -6.62 -4.41 8.34 -0.2351
C -5.16 -3.84 8.10 -0.1968
C -5.28 -2.24 8.06 -0.2024
C -4.17 -1.69 7.08 -0.2072
C -4.59 -0.32 6.38 -0.1989
C -4.73 -0.50 4.81 -0.2031
C -4.55 0.92 4.16 -0.2178
C -4.97 0.89 2.63 -0.1797
C -3.79 0.35 1.72 -0.1839
C -3.81 1.18 0.37 -0.0882
C -2.51 0.74 -0.39 -0.3117
N -1.80 1.91 -1.08 0.1513
C -0.51 1.43 -1.32 -0.3161
N 0.60 2.09 -1.05 -0.2010
C 1.93 1.45 -1.31 -0.1312
C 2.18 0.41 -0.11 -0.2198
N 3.46 0.66 0.60 0.0189
P 0.56 3.73 -0.36 0.6086
O 2.05 4.48 -0.44 -0.3653
I -0.83 5.10 -1.89 0.5656
N -0.34 0.14 -1.93 -0.0625
N -0.23 0.31 -3.34 0.0949
C -1.45 -0.82 -1.68 -0.2815
C -1.06 -1.95 -0.61 -0.1047
C -0.56 -3.23 -1.39 -0.1767
C 0.93 -3.03 -1.91 -0.1603
C 2.03 -3.86 -1.16 -0.1495
N 2.15 -3.59 0.28 -0.1192
C 1.24 -3.69 1.33 -0.0933
C 1.90 -3.30 2.53 -0.1018
C 3.32 -2.98 2.21 -0.0638
C 3.38 -3.18 0.78 -0.1140
O -2.71 -0.23 -1.40 -0.0105
H -7.07 -5.07 5.90 0.0655
H -7.20 -6.92 5.97 0.0648
H -8.56 -5.90 6.66 0.0724
H -7.44 -6.52 8.59 0.0956
H -5.79 -6.46 7.83 0.0988
H -7.30 -3.81 7.70 0.0906
H -6.96 -4.31 9.39 0.1096
H -4.55 -4.15 8.99 0.1121
H -4.72 -4.21 7.14 0.1022
H -5.19 -1.82 9.10 0.1167
H -6.28 -1.93 7.67 0.0973
H -3.23 -1.52 7.67 0.1056
H -3.94 -2.40 6.25 0.0936
H -3.86 0.49 6.64 0.1047
H -5.59 -0.02 6.80 0.1063
H -5.75 -0.86 4.52 0.1138
H -3.96 -1.22 4.44 0.0985
H -5.15 1.72 4.67 0.1129
H -3.47 1.19 4.29 0.0774
H -5.84 0.21 2.46 0.1120
H -5.21 1.96 2.36 0.1068
H -3.86 -0.74 1.48 0.1253
H -2.81 0.55 2.25 0.0609
H -4.76 1.04 -0.20 0.1351
H -3.68 2.24 0.68 0.1225
H -1.78 0.41 0.40 0.1323
H -1.85 2.65 -0.37 0.0608
H 2.00 0.98 -2.32 0.1085
H 2.77 2.18 -1.23 0.0967
H 1.33 0.51 0.63 0.0914
H 2.13 -0.65 -0.49 0.0947
H 3.81 -0.27 0.86 0.0564
H 3.21 1.06 1.51 0.0498
H 2.18 4.75 -1.39 0.0128
H -1.13 0.53 -3.78 0.0713
H 0.19 -0.54 -3.71 0.0960
H -1.60 -1.39 -2.63 0.1554
H -0.35 -1.58 0.17 0.1048
H -2.03 -2.23 -0.12 0.1293
H -1.20 -3.45 -2.29 0.1124
H -0.61 -4.16 -0.77 0.1033
H 1.22 -1.95 -1.98 0.0837
H 0.93 -3.42 -2.97 0.1184
H 1.92 -4.96 -1.33 0.1221
H 3.01 -3.57 -1.61 0.1166
H 0.19 -4.01 1.22 0.1112
H 1.55 -3.22 3.57 0.0875
H 4.13 -2.66 2.89 0.0920
H 4.31 -3.03 0.19 0.1259
C -0.60 5.93 -5.76 -0.2406
C -0.64 7.45 -5.90 -0.2038
C -1.37 7.77 -7.21 -0.2134
S -2.49 6.40 -7.50 0.6586
O -2.07 5.70 -8.69 -0.3129
O -3.85 6.85 -7.32 -0.3252
C -2.01 5.44 -6.08 -0.2408
H -0.30 5.62 -4.76 0.0172
H 0.11 5.51 -6.47 0.1240
H -1.19 7.88 -5.06 0.1183
H 0.36 7.88 -5.89 0.1182
H -1.94 8.69 -7.14 0.1056
H -0.68 7.82 -8.05 0.1084
H -2.05 4.38 -6.32 0.0818
H -2.70 5.67 -5.27 0.1083
C 0.93 1.10 5.71 -0.1998
C 1.83 0.40 4.69 -0.2076
C 0.92 -0.23 3.63 -0.2171
S -0.55 0.78 3.57 0.6831
O -1.66 -0.02 4.02 -0.3185
O -0.59 1.51 2.32 -0.3615
C -0.08 1.90 4.88 -0.2139
H 1.50 1.75 6.37 0.1236
H 0.41 0.36 6.32 0.1223
H 2.49 1.13 4.22 0.0752
H 2.46 -0.35 5.16 0.1247
H 1.40 -0.23 2.65 0.0743
H 0.63 -1.24 3.90 0.0855
H -0.96 2.19 5.45 0.1111
H 0.38 2.77 4.42 0.1122
C 4.63 2.96 -5.06 -0.2127
C 5.25 3.48 -3.76 -0.2110
C 4.95 4.98 -3.68 -0.2149
S 3.42 5.24 -4.58 0.6611
O 3.70 6.05 -5.74 -0.2988
O 2.36 5.57 -3.65 -0.3774
C 3.22 3.54 -5.10 -0.2249
H 4.61 1.87 -5.09 0.1188
H 5.21 3.32 -5.92 0.1249
H 4.80 2.97 -2.91 0.1040
H 6.33 3.30 -3.73 0.1187
H 4.82 5.31 -2.64 0.1009
H 5.73 5.58 -4.16 0.1108
H 2.77 3.51 -6.10 0.1143
H 2.57 3.05 -4.38 0.0974
C 7.22 3.07 1.87 -0.2165
C 7.66 1.63 2.14 -0.2112
C 7.13 1.25 3.53 -0.2148
S 5.66 2.24 3.80 0.6818
O 5.91 3.16 4.88 -0.3029
O 4.50 1.38 3.77 -0.3502
C 5.75 3.14 2.26 -0.2314
H 7.37 3.34 0.82 0.1155
H 7.81 3.76 2.48 0.1228
H 7.22 0.97 1.39 0.1162
H 8.74 1.52 2.09 0.1177
H 6.87 0.20 3.59 0.1031
H 7.85 1.50 4.31 0.1093
H 5.40 4.16 2.41 0.1109
H 5.12 2.63 1.53 0.0815
C -5.69 0.90 -6.24 -0.2179
C -5.62 2.20 -7.04 -0.2018
C -4.25 2.83 -6.78 -0.2256
S -3.14 1.47 -6.42 0.6640
O -2.69 1.58 -5.05 -0.3469
O -2.21 1.31 -7.51 -0.3121
C -4.37 0.18 -6.51 -0.2300
H -6.54 0.29 -6.53 0.1190
H -5.78 1.12 -5.17 0.1197
H -5.74 1.99 -8.10 0.1229
H -6.42 2.89 -6.76 0.1210
H -3.88 3.37 -7.66 0.1041
H -4.26 3.49 -5.92 0.1018
H -4.15 -0.60 -5.79 0.1056
H -4.35 -0.23 -7.52 0.1124
C 3.89 -9.04 -1.45 -0.2207
C 5.32 -9.29 -1.93 -0.2127
C 5.95 -7.92 -2.21 -0.2195
S 5.13 -6.76 -1.11 0.6628
O 4.38 -5.82 -1.92 -0.3368
O 6.05 -6.33 -0.10 -0.3220
C 3.99 -7.94 -0.40 -0.2299
H 3.44 -9.95 -1.03 0.1182
H 3.26 -8.71 -2.28 0.1195
H 5.88 -9.80 -1.15 0.1199
H 5.34 -9.92 -2.82 0.1171
H 7.02 -7.92 -1.99 0.1056
H 5.78 -7.60 -3.23 0.1056
H 3.03 -7.45 -0.20 0.1033
H 4.43 -8.31 0.52 0.1121
```

Its orbital gap is 7.101 eV. Its net charge is +1. The value obtained for the total energy is -172383.37382 eV.

=====

Record 2
Computed, not measured: the ion C4F10P with charge +1 at a distorted geometry, with ωB97M-V/def2-TZVPD.

Geometry as XYZ:
```
15
Properties=species:S:1:pos:R:3:lowdin_charge:R:1
C -0.88 -1.88 -2.41 -0.1988
C 0.13 -0.80 -1.75 -0.2208
C 0.59 1.32 2.10 -0.6121
C -0.09 1.31 0.66 -0.4127
F -1.27 -2.88 -1.67 0.2083
F -1.26 -1.98 -3.59 0.3135
F 0.43 0.15 -2.61 0.0437
F 0.42 0.07 2.66 0.1354
F 1.80 1.72 2.03 0.2614
F -0.07 2.10 2.93 0.2233
F -1.41 1.48 0.79 0.1625
F 0.41 2.19 -0.23 0.1536
F 1.68 -0.89 0.46 -0.0332
F -0.73 -1.48 0.65 -0.0426
P 0.25 -0.45 -0.01 1.0184
```

For the energy above the lowest of the compared OMol25 structures with the same formula, charge and spin, the calculation gives 18.9 kJ/mol. Its orbital gap is 9.123 eV. Its net charge is +1. The value obtained for the total energy is -40601.94098 eV.

=====

Record 3
Computed, not measured: an isolated molecule of C4F2O3 at a distorted geometry, with ωB97M-V/def2-TZVPD.

Geometry as XYZ:
```
9
Properties=species:S:1:pos:R:3:lowdin_charge:R:1
O 1.18 -2.09 0.56 0.1950
O -1.92 1.05 1.16 0.1971
F 1.65 -0.16 -1.65 0.1220
F -0.30 1.97 -1.17 0.1573
O -0.57 -0.79 1.14 0.2131
C 0.46 -1.13 0.38 -0.4069
C -0.99 0.42 0.70 -0.3643
C 0.70 -0.13 -0.65 -0.0343
C -0.22 0.85 -0.45 -0.0791
```

Its orbital gap is 9.951 eV. Its net charge is 0. The value obtained for the total energy is -15723.93208 eV. The SMILES is O=C1OC(=O)C(F)=C1F.

=====

Record 4
Computed, not measured: an isolated molecule of C4H10 at a distorted geometry, with ωB97M-V/def2-TZVPD.

Geometry as XYZ:
```
14
Properties=species:S:1:pos:R:3:lowdin_charge:R:1
C 1.06 0.98 1.45 -0.1297
C 0.56 -0.20 0.48 -0.2558
C -0.28 0.17 -0.71 -0.2650
C -1.23 -1.03 -1.28 -0.0980
H 1.66 1.84 0.98 0.0819
H 1.68 0.76 2.20 -0.0022
H 0.25 1.69 1.79 0.0776
H -0.18 -0.86 1.35 0.1747
H 1.36 -0.87 0.40 0.0616
H 0.18 0.68 -1.49 0.0687
H -1.13 0.90 -0.43 0.1249
H -0.75 -1.75 -1.96 0.0604
H -1.92 -0.49 -2.00 0.0734
H -1.81 -1.39 -0.50 0.0274
```

For the energy above the lowest of the compared OMol25 structures with the same formula, charge and spin, the calculation gives 183.8 kJ/mol. Its orbital gap is 11.801 eV. Its net charge is 0. The value obtained for the total energy is -4308.45705 eV. The SMILES is CCCC.